# 1
3 unconnected molecules or ions with the total composition H6O3, computed with the ωB97M-V functional and the def2-TZVPD basis.

The geometry in XYZ format:
```
9
Properties=species:S:1:pos:R:3:forces:R:3:lowdin_spin:R:1
O -3.2108 0.7375 -1.0515 0.22 -0.66 -0.08 0.081
H -2.9960 0.6298 -0.1160 0.05 0.15 -0.11 0.034
H -3.7219 1.5337 -1.1423 -0.23 0.49 0.20 0.009
O 1.7020 -0.5776 -0.9470 0.02 -0.08 -0.32 0.133
H 2.2286 0.1177 -1.3548 -0.11 -0.04 0.33 0.012
H 1.6012 -0.3591 0.0061 0.17 0.11 -0.23 0.028
O 1.5426 -0.2843 1.7296 -0.35 -0.24 0.83 0.417
H 1.5171 0.2573 2.5534 0.19 0.35 -0.27 0.147
H 1.0234 -1.0467 2.0781 0.05 -0.08 -0.35 0.139
```
Positions in Å, forces in eV/Å.

Its energy above the lowest of the compared OMol25 structures with the same formula, charge and spin is 0.363 eV. The charge is -1. The calculation puts the total energy at -229.2716 hartree. The calculation puts the molar mass at 54.05 g mol⁻¹. The gap between HOMO and LUMO (alpha / beta) comes out at 0.101 / 0.382 Eh. As for the multiplicity: 2. The expectation value of S² is 0.7505.



# 2
2 unconnected molecules or ions with the total composition BrH3NP in a non-equilibrium geometry, computed with the ωB97M-V functional and the def2-TZVPD basis.

The geometry in XYZ format:
```
6
Properties=species:S:1:pos:R:3:forces:R:3:mulliken_charge:R:1
N -1.2555 -0.5382 0.4307 1.01 3.32 -0.73 -0.644
P 0.5003 1.2185 0.0018 -3.47 -1.03 -1.12 0.149
Br 2.2299 0.0132 -0.1879 1.40 -0.90 -0.15 -0.066
H -0.7978 -0.7731 1.2720 0.54 0.35 2.17 0.231
H -0.9875 -1.3766 -0.0105 0.54 -1.21 -2.03 0.218
H 0.3106 1.4562 -1.5061 -0.01 -0.53 1.86 0.112
```
Positions in Å, forces in eV/Å.

Its energy above the lowest of the compared OMol25 structures with the same formula, charge and spin is 2.831 eV. The calculation puts the total energy at -2971.8318 hartree. The calculation puts the molar mass at 127.91 g mol⁻¹. The gap between HOMO and LUMO (alpha / beta) comes out at 0.299 / 0.302 Eh.



# 3
C2H2N4OS in the gas phase in a non-equilibrium geometry, computed with the ωB97M-V functional and the def2-TZVPD basis.

The geometry in XYZ format:
```
10
Properties=species:S:1:pos:R:3:forces:R:3:mulliken_charge:R:1
O 2.8061 -0.2287 0.2646 -0.61 2.14 3.63 -0.409
N 1.3587 0.0781 0.4619 3.26 -2.70 -0.78 0.080
C 0.9434 1.2051 -0.1566 2.65 1.49 -1.70 0.090
N -0.2795 1.2966 -0.4247 -1.85 0.06 -0.79 -0.342
C -1.0566 0.1911 -0.2515 3.69 -1.17 -0.80 0.417
S -2.4305 -0.0998 0.3643 -2.99 -0.10 1.17 -0.333
N -0.2640 -1.1728 -0.6560 3.37 1.81 1.16 -0.178
N 0.9384 -1.1629 -0.2559 -5.66 0.03 -0.93 -0.029
H 3.0919 -0.1512 1.2435 -0.18 -0.30 -2.34 0.392
H 1.7514 1.9284 -0.6179 -1.68 -1.26 1.39 0.313
```
Positions in Å, forces in eV/Å.

Its energy above the lowest of the compared OMol25 structures with the same formula, charge and spin is 3.841 eV. The calculation puts the total energy at -769.6819 hartree. The calculation puts the molar mass at 130.13 g mol⁻¹. The SMILES is On1cnc(=S)nn1. The gap between HOMO and LUMO comes out at 0.304 Eh.



# 4
A molecular structure, C27H40N3O2PdS2Sb in a non-equilibrium geometry, computed with the ωB97M-V functional and the def2-TZVPD basis.

The geometry in XYZ format:
```
76
Properties=species:S:1:pos:R:3:forces:R:3:mulliken_charge:R:1
Pd -0.0704 -0.0080 -0.2234 -0.10 0.52 0.27 -0.198
C 2.7978 -0.5159 4.0611 -0.18 0.24 -0.07 -0.699
S 2.2722 1.2033 3.7750 0.10 -0.02 -0.02 -0.052
C 1.4423 0.9742 2.2298 -0.57 -0.26 -0.22 0.445
S 0.1464 -0.1729 2.1678 0.09 0.11 -1.03 -0.360
N 1.8063 1.7444 1.2599 1.14 0.64 0.72 -1.420
N 1.2507 1.5168 0.0645 -1.85 -0.57 -0.41 1.308
C 1.0894 2.4932 -0.7654 0.57 -0.18 0.60 -0.942
C 0.5849 2.2096 -2.0887 -0.35 -0.11 -0.90 1.015
C 0.6277 3.1472 -3.1207 0.13 0.02 0.48 -0.994
C 0.1301 2.8045 -4.3620 -0.08 -0.21 -0.20 -0.301
C -0.3675 1.5239 -4.5627 0.11 0.23 0.03 -1.003
C -0.3434 0.6377 -3.4977 -0.09 -0.24 0.01 -0.208
N 0.0966 0.9728 -2.2985 -0.06 0.17 0.67 0.410
H 3.2395 -0.5349 5.0546 0.01 -0.01 0.01 0.368
H 3.5412 -0.7915 3.3165 0.00 -0.08 0.03 0.194
H 1.9373 -1.1778 4.0192 0.07 -0.06 0.06 0.217
H 1.3519 3.5018 -0.4657 0.26 -0.04 -0.05 0.381
H 1.0570 4.1222 -2.9310 -0.06 0.02 -0.04 0.465
H 0.1420 3.5197 -5.1736 -0.01 0.02 0.02 0.423
H -0.7670 1.2196 -5.5194 0.02 -0.03 0.01 0.463
H -0.6891 -0.3854 -3.6003 -0.05 0.01 0.03 0.424
C 2.4203 -4.7294 -2.6179 0.03 0.07 -0.20 -1.272
C 1.5556 -3.4960 -2.8350 -0.14 0.07 0.65 0.393
C 0.3675 -3.7896 -3.7435 0.13 0.04 0.00 -1.248
Sb 0.7774 -2.4848 -1.0119 0.72 -0.96 -0.28 0.721
C 2.5575 -2.3894 0.2991 -0.27 -0.37 -0.42 1.069
C 3.1585 -3.7016 0.7860 -0.02 0.15 0.05 -1.363
C 3.5854 -1.5213 -0.4216 -0.10 -0.06 0.12 -1.488
C -0.4975 -4.0076 -0.0464 0.49 0.18 -0.28 0.381
C -0.0142 -5.4439 -0.2080 -0.16 0.05 0.02 -1.449
C -0.6744 -3.6247 1.4156 -0.01 -0.02 -0.04 -0.887
H 2.7482 -5.1187 -3.5890 0.03 -0.06 0.03 0.492
H 1.8744 -5.5243 -2.1114 0.06 0.00 -0.01 0.151
H 3.3128 -4.4993 -2.0376 0.00 -0.04 -0.03 0.201
H 2.1674 -2.7079 -3.2839 -0.02 0.01 -0.03 0.337
H -0.2976 -4.5316 -3.2958 -0.03 0.00 -0.04 0.246
H 0.7179 -4.1876 -4.7011 -0.07 -0.02 -0.02 0.440
H -0.2196 -2.8911 -3.9464 -0.04 -0.03 0.00 0.194
H 2.1600 -1.8385 1.1521 -0.03 0.03 0.05 -0.452
H 3.5882 -4.2724 -0.0373 0.00 -0.05 0.08 0.183
H 2.4180 -4.3245 1.2885 0.05 -0.02 0.01 0.300
H 3.9629 -3.4990 1.5029 0.02 -0.05 -0.01 0.436
H 3.9766 -2.0331 -1.3053 0.03 0.05 -0.01 0.288
H 4.4308 -1.2971 0.2368 0.03 0.01 -0.03 0.422
H 3.1456 -0.5717 -0.7363 0.06 0.02 -0.04 0.222
H -1.4522 -3.8738 -0.5573 -0.01 0.01 -0.02 0.385
H 1.0138 -5.5694 0.1351 -0.02 -0.05 -0.01 0.217
H -0.0761 -5.7737 -1.2458 0.04 -0.02 0.03 0.274
H -0.6465 -6.1125 0.3862 0.01 -0.04 -0.01 0.498
H 0.2661 -3.6893 1.9686 -0.01 0.02 0.02 0.136
H -1.3895 -4.3003 1.8961 0.01 -0.01 0.02 0.516
H -1.0586 -2.6109 1.5066 -0.03 0.05 0.05 -0.265
C -8.1135 -2.2772 -1.3521 0.07 0.08 0.00 -1.493
C -6.7359 -1.7077 -1.1358 -0.04 -0.02 0.00 0.663
C -6.0998 -1.8127 0.0928 0.01 0.01 0.00 -0.877
C -4.8206 -1.3058 0.2945 0.04 0.04 -0.01 0.837
C -4.1400 -1.4581 1.6299 -0.04 -0.06 -0.07 -1.497
C -4.1764 -0.6684 -0.7644 0.05 -0.19 0.03 0.254
C -4.8071 -0.5210 -2.0000 0.01 0.09 0.05 1.141
C -4.1160 0.2107 -3.1174 -0.04 0.01 0.05 -1.166
C -6.0799 -1.0468 -2.1689 0.02 -0.02 0.01 -1.039
C -2.7479 -0.2339 -0.5705 -0.15 0.34 0.16 0.612
O -2.4181 0.9451 -0.4154 -0.59 0.05 -0.25 -0.702
O -1.8968 -1.1993 -0.5498 0.75 0.56 0.39 -0.107
H -8.3658 -3.0023 -0.5795 -0.02 0.00 0.00 0.364
H -8.1793 -2.7694 -2.3230 -0.03 -0.01 0.01 0.370
H -8.8631 -1.4830 -1.3320 -0.03 -0.04 0.01 0.291
H -6.5996 -2.3159 0.9144 -0.02 0.01 -0.01 0.381
H -4.8803 -1.5446 2.4249 0.02 0.00 0.03 0.483
H -3.4966 -0.6040 1.8443 0.01 -0.01 0.04 0.326
H -3.5166 -2.3550 1.6441 0.01 0.02 0.01 0.142
H -3.0894 -0.1395 -3.2197 0.06 0.00 -0.08 -0.100
H -4.0724 1.2797 -2.8998 0.03 0.00 -0.02 0.364
H -4.6347 0.0684 -4.0652 0.01 -0.02 0.00 0.377
H -6.5684 -0.9519 -3.1336 0.01 0.01 0.00 0.361
```
Positions in Å, forces in eV/Å.

Its energy above the lowest of the compared OMol25 structures with the same formula, charge and spin is 0.622 eV. The calculation puts the total energy at -2532.0452 hartree. The calculation puts the molar mass at 730.95 g mol⁻¹. The gap between HOMO and LUMO (alpha / beta) comes out at 0.205 / 0.204 Eh.



# 5
A molecular structure, C21H29Cl2DyI2N6O in a non-equilibrium geometry, computed with the ωB97M-V functional and the def2-TZVPD basis.

The geometry in XYZ format:
```
62
Properties=species:S:1:pos:R:3:forces:R:3:lowdin_spin:R:1
Dy 1.1619 0.2028 -0.3073 -1.39 1.20 -0.84 4.979
I 3.2129 2.4328 -1.0891 0.94 0.65 1.13 -0.009
C 4.4291 2.5546 0.9210 -0.90 0.19 -0.15 0.000
I 4.0024 4.1925 2.2131 0.07 -0.51 -0.75 0.000
H 5.4551 2.5440 0.5808 -0.02 0.11 -0.14 0.000
H 4.1267 1.6575 1.4505 0.02 -0.07 -0.28 0.000
Cl 3.8857 -0.8890 -0.7386 -0.31 -1.21 0.59 -0.011
C 3.3584 -2.4325 0.0876 0.35 0.52 1.05 0.000
Cl 1.5693 -2.6165 0.0447 0.65 -0.20 -0.02 -0.011
H 3.6853 -2.3934 1.1589 -0.40 0.14 -1.11 0.000
H 3.7777 -3.2940 -0.3971 0.23 -0.10 -0.41 0.000
C -0.3471 0.4803 -3.3484 1.54 -0.17 0.38 0.000
C -0.4431 0.1531 -4.8625 0.18 -0.25 -0.71 0.000
N -0.1987 -1.2991 -5.1997 -0.58 0.35 1.85 0.000
C 1.2201 -1.5833 -4.8957 -0.72 -0.31 0.88 0.000
C 1.5634 -1.0620 -3.4486 -0.20 -1.70 1.16 0.000
N 0.3369 -0.6354 -2.5815 0.24 -1.64 -2.51 -0.014
C -0.5909 -1.8476 -2.7373 1.34 -0.32 0.76 0.000
C -0.9973 -2.1230 -4.2431 1.29 -1.53 0.38 0.000
H -1.3050 0.6085 -2.8603 -0.22 0.33 -0.07 0.000
H 0.3180 1.3627 -3.1832 -0.83 -0.24 -0.20 0.000
H 0.3197 0.7256 -5.4204 -0.35 -0.21 0.25 0.000
H -1.4212 0.4864 -5.2446 0.32 -0.37 0.09 0.000
H 1.8370 -1.1021 -5.6346 0.29 0.23 -0.23 0.000
H 1.4061 -2.6896 -4.9446 -0.29 1.05 -0.05 0.000
H 2.2873 -0.2873 -3.4235 0.52 1.17 -0.29 0.000
H 2.0801 -1.9087 -2.9137 -0.68 0.73 -0.23 0.000
H -1.3931 -1.6931 -2.0076 -0.35 -0.07 -0.47 0.000
H 0.0169 -2.7315 -2.3663 -0.77 0.98 -0.35 0.000
H -2.0638 -2.0940 -4.4114 -0.23 0.58 -0.13 0.000
H -0.7187 -3.2236 -4.3789 -0.39 1.49 -0.25 0.000
C -0.4338 2.1637 -0.1750 1.67 -0.39 -0.29 0.050
C -1.5141 2.1698 0.7823 -1.54 -0.33 -1.21 0.002
C -1.3569 2.5839 2.1110 -2.31 -1.56 0.50 0.011
C -2.4135 2.3482 3.0311 -0.30 -0.76 -0.73 -0.004
C -3.6150 1.7215 2.5728 2.19 0.88 -1.87 0.010
C -3.7737 1.3977 1.2026 1.38 0.29 -0.87 -0.003
C -2.7646 1.6892 0.2650 -0.06 -0.33 1.55 0.013
C -4.6523 1.3506 3.4125 -0.90 -0.49 1.55 0.001
N -5.4604 0.9684 4.1337 -0.23 -0.06 0.09 0.007
H 0.3464 2.8159 0.2206 0.32 0.35 -0.42 0.002
H -0.7531 2.4626 -1.1831 0.24 0.03 0.26 0.002
H -0.4048 2.8943 2.4470 0.84 0.59 0.34 0.001
H -2.3153 2.4883 4.1178 0.05 0.31 -0.65 0.000
H -4.5999 0.7978 0.8594 -0.56 0.30 0.17 0.000
H -2.8670 1.4327 -0.8291 0.09 0.30 1.43 0.000
C 1.5806 0.3527 4.6061 0.30 0.04 -0.09 0.000
N 0.4858 -0.1215 3.7549 1.01 -1.29 0.35 0.000
C -0.5244 -0.8506 4.3545 -0.16 0.15 -0.55 0.000
C -1.4990 -1.3089 3.5485 -0.98 -0.26 -0.13 0.000
C -1.3614 -1.2236 2.1163 -0.29 -0.47 -0.01 0.000
N -0.2307 -0.7304 1.5663 -0.18 0.29 1.12 -0.012
C 0.6850 -0.1676 2.4052 -0.23 0.58 -0.65 -0.003
O 1.7261 0.3701 1.8350 -1.05 -0.87 1.54 -0.012
N -2.2965 -1.7410 1.2922 0.94 0.29 0.26 0.000
H 2.5007 -0.2215 4.4408 -0.28 0.12 -0.06 0.000
H 1.2890 0.2490 5.6566 0.02 0.28 -0.37 0.000
H 1.7292 1.3759 4.3013 0.39 0.42 0.42 0.000
H -0.4848 -1.0485 5.4544 -0.07 0.62 -1.18 0.000
H -2.4146 -1.7229 3.9660 0.33 -0.18 -0.08 0.000
H -3.1326 -2.2334 1.6056 0.51 0.37 -0.02 0.000
H -2.0457 -1.7574 0.3092 -0.47 -0.03 0.28 0.000
```
Positions in Å, forces in eV/Å.

Its energy above the lowest of the compared OMol25 structures with the same formula, charge and spin is 0.091 eV. The charge is +2. The calculation puts the total energy at -3621.6836 hartree. The calculation puts the molar mass at 868.72 g mol⁻¹. The gap between HOMO and LUMO (alpha / beta) comes out at 0.221 / 0.220 Eh. As for the multiplicity: 6. The expectation value of S² is 9.3348.



> Which formula does entry 1 have?

H6O3



> Look up the energy above the lowest of the compared OMol25 structures with the same formula, charge and spin of the first one.

0.363 eV